Entry 1:
This record from OMol25 describes a single C6H13NS molecule. The level of theory is ωB97M-V with the def2-TZVPD basis set.

The geometry in XYZ format:
```
21
Properties=species:S:1:pos:R:3
C 0.76255 1.58534 -0.50981
C 1.08274 0.43690 0.38004
C 2.57098 0.14172 0.61264
C 0.20679 -0.51882 0.78696
C -1.33197 -0.30511 0.93512
C -2.19767 -0.98443 -0.17188
H 1.14290 2.48542 -0.02525
H -0.29700 1.65692 -0.68312
H 1.29053 1.49785 -1.45619
H 2.64363 -0.22832 1.66547
H 3.17884 1.03451 0.44155
H 2.09718 -1.79956 -0.77070
H 0.60115 -1.47875 1.14358
H -1.62654 -0.78664 1.88563
H -1.48264 0.82675 1.04411
H -3.20118 -1.17672 0.17710
H -1.69131 -1.95904 -0.37100
H -1.48020 0.12769 -1.70110
H -3.02809 0.54522 -1.27238
N -2.37764 -0.20590 -1.35651
S 3.13696 -0.89503 -0.75425
```

Computed properties:
HOMO-LUMO gap (eV): 9.4
ΔE to the lowest compared entry with this formula, charge and spin (kcal per mole): 29.3
Energy (Eh): -689.307227
Highest occupied orbital energy (eV): -8.505
SMILES: C/C(=C\CCN)CS
Charge: 0

Entry 2:
This record from OMol25 describes a molecular structure, C7H7ClOS. The level of theory is ωB97M-V with the def2-TZVPD basis set.

The geometry in XYZ format:
```
17
Properties=species:S:1:pos:R:3
C -2.20686 -1.28384 1.73439
C -1.26415 -0.30464 0.91663
C -1.40420 0.98446 0.97567
C 0.45333 0.18605 -0.43340
C -0.20498 -0.82035 0.14795
C 1.63849 -0.12177 -1.34977
C 2.41048 1.13638 -1.93409
H -2.34963 -2.17929 1.24485
H -3.50100 -0.93630 1.80252
H -1.74120 -1.51000 2.60519
H -2.11916 1.74522 1.52609
H 0.04028 -2.00218 -0.02831
H 1.76841 1.90913 -2.24899
H 3.35011 0.73349 -2.67649
O 1.95275 -1.23732 -1.54888
S -0.16930 1.77850 -0.05918
Cl 3.34664 1.92244 -0.67416
```

Computed properties:
HOMO-LUMO gap (eV): 9.5
ΔE to the lowest compared entry with this formula, charge and spin (kcal per mole): 28.2
Energy (Eh): -1204.458897
Highest occupied orbital energy (eV): -9.495
Charge: 0

Entry 3:
This record from OMol25 describes 2 unconnected molecules or ions with the total composition CIN5O2. The level of theory is ωB97M-V with the def2-TZVPD basis set.

The geometry in XYZ format:
```
9
Properties=species:S:1:pos:R:3
C -0.15377 -0.89847 0.82255
N -0.69014 0.07721 0.96124
N -1.63103 2.03451 -2.04667
N -0.72087 1.95884 -1.34148
N 0.22908 1.63628 -0.67868
N 0.38284 -2.26658 0.69783
O 1.58703 -2.43334 0.72826
O -0.44549 -3.11305 0.66097
I 1.44234 3.00460 0.19598
```

Computed properties:
HOMO-LUMO gap (eV): 8.1
ΔE to the lowest compared entry with this formula, charge and spin (kcal per mole): 36.4
Energy (Eh): -759.804512
Highest occupied orbital energy (eV): -9.446
Charge: 0

> The highest HOMO-LUMO gap belongs to which entry?

C7H7ClOS

> highest occupied orbital energy of number 3 (CIN5O2)?

-9.446 eV